[1]
An isolated ion of composition C5H9FO3P and charge -1. Source: OMol25; level of theory: wB97M-V/def2-TZVPD.

Computed properties:
Total charge   -1
E_LUMO (spin up / spin down)   0.13670 / 0.13668 hartree
HOMO-LUMO gap (spin up / spin down)   7.145 / 7.146 eV
Energy   -862.89902 Ha
Structure (SMILES)   C/C(F)=C(/[O-])OP(C)(C)=O
E_HOMO (spin up / spin down)   -3.4250 / -3.4263 eV

Element x y z (Å)
1 C 1.654 1.303 1.447
2 C 1.401 0.688 0.103
3 F 1.638 1.614 -0.901
4 C 1.959 -0.708 -0.183
5 O 3.157 -0.852 -0.392
6 O 1.070 -1.611 -0.157
7 P -0.826 -0.707 0.116
8 C -2.031 0.748 0.069
9 C -1.220 -1.476 -1.517
10 O -1.240 -1.512 1.278
11 H 2.646 1.766 1.492
12 H 0.908 2.076 1.650
13 H 1.577 0.531 2.210
14 H -1.792 1.472 -0.702
15 H -3.032 0.343 -0.084
16 H -1.990 1.216 1.049
17 H -2.297 -1.627 -1.588
18 H -0.878 -0.833 -2.323
19 H -0.704 -2.431 -1.567

---

[2]
A 2-piece molecular cluster, C5H9FOS overall. Source: OMol25; level of theory: wB97M-V/def2-TZVPD.

Computed properties:
E_LUMO   -0.04815 hartree
HOMO-LUMO gap   7.726 eV
Energy   -769.12396 Ha
E_HOMO   -9.0358 eV
Energy above the lowest of the compared OMol25 structures with the same formula, charge and spin   1.425 eV

Element x y z (Å)
1 C -1.210 -0.888 -0.089
2 C -0.998 -1.669 -1.334
3 C -0.320 0.930 1.486
4 C 2.061 0.741 -0.059
5 C -0.151 0.026 0.319
6 O 1.019 -0.210 -0.215
7 F -0.906 1.272 -1.168
8 S -2.588 -1.022 0.785
9 H -1.921 -2.157 -1.635
10 H -0.657 -0.999 -2.125
11 H -0.220 -2.419 -1.181
12 H -0.340 1.972 1.167
13 H -1.265 0.711 1.981
14 H 0.507 0.793 2.183
15 H 1.691 1.740 -0.299
16 H 2.832 0.453 -0.769
17 H 2.467 0.727 0.954

---

Number 1: F_max 3.22 eV Å⁻¹. Number 2: F_max 2.61 eV Å⁻¹.